26
Properties=species:S:1:pos:R:3 method="wB97M-V/def2-TZVPD" charge=+1 e_lumo_ev="-5.236 / -5.072" fmax_ev_per_a=0.590 orbital_gap_ev="6.22 / 6.34"
Ir -0.75 0.91 -1.62
O 0.71 -0.62 -2.14
C 1.25 -1.54 -1.16
C 2.25 -0.88 -0.23
C 1.71 0.39 0.46
C 0.40 0.11 1.13
C 0.35 -0.34 2.44
C -0.86 -0.66 3.02
C -2.02 -0.52 2.27
C -1.91 -0.07 0.98
N -0.73 0.25 0.41
H 1.43 -0.24 -2.66
H 1.70 -2.37 -1.70
H 0.38 -1.91 -0.62
H 3.17 -0.63 -0.77
H 2.53 -1.62 0.52
H 1.58 1.20 -0.26
H 2.43 0.73 1.19
H 1.27 -0.43 3.00
H -0.90 -1.01 4.05
H -2.99 -0.76 2.68
H -2.79 0.06 0.35
S -1.09 1.13 -3.74
S -2.24 2.72 -4.19
S -2.92 3.49 -2.46
S -1.97 2.59 -0.94

=====

23
Properties=species:S:1:pos:R:3 method="wB97M-V/def2-TZVPD" charge=+1 e_lumo_ev="-6.166 / -6.167" fmax_ev_per_a=5.580 orbital_gap_ev="6.42 / 6.42"
C 0.56 -2.34 0.24
C -1.02 1.45 -0.24
C -1.06 2.77 -0.39
C -0.25 -1.26 0.51
C 0.10 0.66 -0.40
C -2.30 3.59 -0.22
C 1.40 0.93 -0.77
C 2.08 -4.25 -0.43
N 1.31 -3.23 0.04
N -0.87 -1.13 1.77
O -0.56 -1.89 2.66
O -1.66 -0.21 1.85
H -1.72 0.89 0.46
H -0.22 3.20 -0.96
H -3.23 2.94 -0.10
H -2.53 4.43 -1.00
H -2.26 4.08 0.87
H 1.92 1.36 0.12
H 1.99 0.12 -1.24
H 1.39 1.86 -1.48
H 2.03 -5.10 0.37
H 1.71 -4.76 -1.39
H 3.19 -4.11 -0.26

=====

23
Properties=species:S:1:pos:R:3 method="wB97M-V/def2-TZVPD" charge=+1 e_lumo_ev=-3.637 fmax_ev_per_a=5.182 smiles="O=C1NC(=O)[C@@]23[NH2+]CC[C@@H]2C[C@@H]13" orbital_gap_ev=10.58
C 0.28 0.37 2.56
C 1.43 -0.89 0.95
C -1.06 -0.37 -1.73
C -1.53 0.27 0.72
C 0.07 0.49 -2.17
C -0.18 0.85 1.17
C -0.80 -0.67 -0.30
C 0.49 -0.07 0.13
N 1.23 -0.61 2.27
N 1.12 0.25 -1.20
O -0.22 0.55 3.59
O 2.19 -1.72 0.54
H -2.09 0.23 -1.86
H -1.07 -1.20 -2.43
H -2.04 -0.09 1.62
H -2.17 0.96 0.04
H 0.48 0.31 -3.20
H -0.14 1.56 -1.98
H -0.18 2.02 1.03
H -0.85 -1.76 -0.20
H 1.66 -1.00 3.16
H 1.58 -0.61 -1.49
H 1.80 1.15 -1.20

=====

23
Properties=species:S:1:pos:R:3 method="wB97M-V/def2-TZVPD" charge=+1 e_lumo_ev="-5.475 / -5.514" fmax_ev_per_a=4.228 smiles="CC1=CC(=C=O)O[C@@H](C)N=[N+]1C" orbital_gap_ev="7.02 / 6.99"
C 0.00 0.58 -1.43
C -1.20 1.20 -1.05
C 0.93 0.08 -0.57
C -2.09 1.32 -2.12
C -1.45 0.64 1.26
C 2.24 -0.50 -1.27
C -2.22 -0.62 0.89
C 1.98 -0.49 1.58
N -0.13 0.31 1.57
N 0.85 -0.03 0.78
O -2.59 1.33 -3.14
O -1.66 1.57 0.16
H 0.24 0.37 -2.49
H -1.88 1.25 2.08
H 2.15 -0.42 -2.31
H 3.01 0.00 -0.84
H 2.35 -1.50 -0.96
H -2.08 -1.50 1.51
H -1.81 -0.99 0.01
H -3.20 -0.47 1.00
H 2.96 -0.22 1.27
H 1.77 -0.27 2.71
H 1.83 -1.63 1.35

=====

24
Properties=species:S:1:pos:R:3 method="wB97M-V/def2-TZVPD" charge=+1 e_lumo_ev="-4.278 / -4.344" fmax_ev_per_a=5.245 orbital_gap_ev="6.60 / 6.56"
C -1.00 1.47 -2.47
C -2.21 0.63 -2.35
C -0.19 1.51 -1.33
C -2.47 -0.15 -1.30
C -0.58 0.80 -0.14
C 0.96 -1.34 0.77
C 3.01 -2.41 0.50
C 0.12 0.86 1.04
N -1.74 -0.01 -0.19
N -0.57 0.60 2.21
O 0.05 -2.09 0.77
O 2.17 -1.24 0.81
S 1.54 1.85 1.21
H -0.85 2.06 -3.38
H -3.00 0.63 -3.11
H 0.74 2.19 -1.22
H -3.30 -0.76 -1.27
H 3.92 -2.19 1.06
H 3.20 -2.26 -0.64
H 2.63 -3.37 0.71
H -2.00 -0.72 0.58
H -1.54 0.85 2.21
H -0.15 0.84 3.12
H 1.25 2.27 2.42

=====

24
Properties=species:S:1:pos:R:3 method="wB97M-V/def2-TZVPD" charge=+1 e_lumo_ev="-5.352 / -5.353" fmax_ev_per_a=5.102 smiles="C=CC[n+]1ccn(C(C)=S(=O)=O)c1" orbital_gap_ev="8.00 / 8.00"
C -0.20 1.82 -0.36
C 1.10 1.55 -0.71
C 0.18 -0.23 0.15
C 2.65 -2.65 0.63
C 2.44 -1.81 -0.35
C -2.16 0.57 0.41
C -2.96 1.81 0.52
C 2.63 -0.30 -0.22
N -0.81 0.71 0.08
N 1.29 0.27 -0.25
O -1.80 -1.76 -0.59
O -4.16 -1.12 -0.08
S -2.82 -0.76 -0.37
H -0.85 2.67 -0.50
H 1.87 2.30 -0.80
H -0.12 -1.15 0.68
H 2.59 -3.73 0.40
H 2.56 -2.30 1.57
H 2.13 -2.13 -1.44
H -2.76 2.60 -0.32
H -2.88 2.25 1.63
H -3.99 1.56 0.22
H 3.03 -0.27 0.74
H 3.08 0.10 -1.04

=====

25
Properties=species:S:1:pos:R:3 method="wB97M-V/def2-TZVPD" charge=-1 e_lumo_ev="3.382 / 3.382" fmax_ev_per_a=4.889 orbital_gap_ev="5.64 / 5.65"
C 1.09 1.12 0.11
C 0.18 -1.22 0.95
C 2.75 -0.56 -0.15
C -2.18 -0.75 1.35
C -1.50 -1.57 -0.83
C -2.44 0.59 0.68
C -1.76 -0.18 -1.44
C 3.62 1.70 0.02
N 2.42 0.77 0.05
N -1.07 -1.38 0.60
O 0.73 2.31 0.17
O 3.89 -0.88 -0.44
O -2.84 0.34 -0.63
S 1.48 -1.82 -0.23
H -1.79 -0.86 2.31
H -3.05 -1.31 1.32
H -2.51 -2.21 -0.70
H -0.65 -2.05 -1.45
H -3.21 1.10 1.08
H -1.43 1.22 0.89
H -0.91 0.37 -1.28
H -2.20 -0.33 -2.38
H 3.74 1.87 -0.97
H 3.23 2.51 0.54
H 4.42 1.24 0.40

=====

23
Properties=species:S:1:pos:R:3 method="wB97M-V/def2-TZVPD" charge=0 e_lumo_ev="0.319 / -0.158" fmax_ev_per_a=5.565 orbital_gap_ev="7.52 / 7.18"
C -1.53 0.72 -1.09
C -0.64 1.62 -0.42
C -2.00 -0.39 -0.52
C -0.17 1.38 0.99
C 1.19 0.61 0.86
C 0.98 -0.72 0.25
C 1.39 -0.73 -1.21
C 0.59 -1.77 1.23
N -1.72 1.24 -2.32
N -0.48 2.69 -1.15
N -2.65 -1.18 0.17
O -1.08 2.43 -2.29
H 0.06 2.26 1.68
H -0.77 0.74 1.64
H 2.03 1.13 0.27
H 1.53 0.46 1.81
H 1.02 -1.73 -1.64
H 2.46 -0.81 -1.33
H 0.89 0.08 -1.86
H 1.60 -1.90 1.84
H 0.23 -2.74 0.71
H -0.34 -1.33 1.84
H -2.57 -2.07 0.52

=====

Energy above the lowest of the compared OMol25 structures with the same formula, charge and spin per entry: 0.4; 257.3; 44.5; 131.7; 44.1; 86.4; 58.6; 159.5 kcal per mole